ORCA calculation (ωB97M-V/def2-TZVPD) on a cluster of 2 separate species, C5H13B3O7P in total in a non-equilibrium geometry.

Properties
Maximum force = 5.23 eV/A
Gap between HOMO and LUMO = 6.952 eV
Energy relative to the best compared isomer or geometry (same formula, charge and spin) = 0.0 kcal/mol
Multiplicity = 1
Net charge = -1
Highest occupied orbital energy = -4.32 eV

Bonds (Å) are listed after each position.
Cartesian coordinates (Å):
1 C -1.530 3.892 2.166  P2 1.920, H13 1.147, H14 1.135, H15 1.153
2 P -3.290 3.145 1.994  C1 1.920, O3 1.719, B4 1.945
3 O -4.251 4.099 0.936  P2 1.719, H16 0.978
4 B -2.933 1.457 1.096  P2 1.945, O5 1.452, O12 1.453
5 O -2.901 1.344 -0.351  B4 1.452, B6 1.463
6 B -1.481 1.179 -0.662  O5 1.463, O7 1.456, H17 1.182
7 O -0.701 0.442 0.323  B6 1.456, B8 1.465
8 B -1.695 -0.442 0.936  O7 1.465, C9 1.620, O12 1.468
9 C -1.825 -2.032 0.653  B8 1.620, O10 1.278, O11 1.371
10 O -3.006 -2.522 0.641  C9 1.278
11 O -0.755 -2.865 0.449  C9 1.371
12 O -2.640 0.237 1.830  B4 1.453, B8 1.468
13 H -1.002 3.766 1.155  C1 1.147
14 H -1.541 4.961 2.547  C1 1.135
15 H -0.989 3.170 2.883  C1 1.153
16 H -5.162 4.056 1.290  O3 0.978
17 H -1.028 1.609 -1.666  B6 1.182
18 C 1.894 -1.627 -1.680  C19 1.520, H22 1.094, H23 1.094, H24 1.092
19 C 3.370 -1.969 -1.797  C18 1.520, C20 1.521, O21 1.428, H25 1.094
20 C 3.726 -3.178 -0.947  C19 1.521, H26 1.094, H27 1.094, H28 1.093
21 O 4.153 -0.849 -1.381  C19 1.428, H29 0.966
22 H 1.631 -1.380 -0.647  C18 1.094
23 H 1.654 -0.749 -2.286  C18 1.094
24 H 1.268 -2.460 -2.007  C18 1.092
25 H 3.620 -2.169 -2.843  C19 1.094
26 H 3.527 -2.983 0.111  C20 1.094
27 H 4.793 -3.407 -1.031  C20 1.094
28 H 3.155 -4.058 -1.253  C20 1.093
29 H 3.939 -0.665 -0.457  O21 0.966

Löwdin population analysis, charges in e, atoms 1 to 8: -0.287, 0.911, -0.379, -0.595, 0.121, -0.253, 0.154, -0.347